*1*
{"formula": "C3H4S4", "method": "the ωB97M-V functional and the def2-TZVPD basis", "orbital_gap_ev": 7.600, "smiles": "S=C=C(S)SCS", "species": ["S", "C", "C", "S", "S", "C", "S", "H", "H", "H", "H"], "coordinates": [[2.07230, -0.13474, 2.82716], [1.77914, -0.25259, 1.26331], [1.41472, -0.23523, 0.02281], [1.95003, -1.35066, -1.30073], [0.47164, 1.24700, -0.58325], [-1.23164, 0.53226, -0.64057], [-2.64080, 1.46923, 0.03348], [1.32549, -2.49133, -0.88290], [-1.01934, -0.44926, -0.29103], [-1.61566, 0.35710, -1.76253], [-2.50590, 1.30821, 1.31426]], "nbo_charge": [0.1810, -0.0325, -0.5208, 0.0406, 0.2793, -0.6874, 0.0135, 0.1348, 0.2324, 0.2437, 0.1154]}

---

*2*
{"formula": "C3H4S4", "method": "the ωB97M-V functional and the def2-TZVPD basis", "orbital_gap_ev": 7.264, "smiles": "S=C(S)C(=S)CS", "species": ["S", "C", "S", "C", "S", "C", "S", "H", "H", "H", "H"], "coordinates": [[-1.10211, -1.66675, -0.96432], [-0.87752, -0.28043, -0.14456], [-2.00106, 0.17511, 1.12148], [0.28919, 0.57848, -0.43013], [0.19236, 2.18184, -0.53752], [1.55844, -0.09291, -0.62230], [2.31758, -0.72747, 0.84538], [-1.59206, 1.46865, 1.27096], [1.42602, -0.90969, -1.37212], [2.24849, 0.59970, -1.14858], [1.58861, -1.79308, 0.99134]], "nbo_charge": [0.0696, -0.3630, 0.1471, -0.1621, 0.1231, -0.6474, 0.0365, 0.1488, 0.2668, 0.2609, 0.1197]}

---

In hartree, relative to the most stable structure: *1* 0.0379; *2* 0.0000.

---

*1*
{"formula": "C6H10N", "method": "the ωB97M-V functional and the def2-TZVPD basis", "total_charge": 1, "orbital_gap_ev": [6.959, 7.878], "spin_multiplicity": 3, "s2": 2.0067, "species": ["C", "C", "C", "C", "C", "C", "N", "H", "H", "H", "H", "H", "H", "H", "H", "H", "H"], "coordinates": [[-2.87282, -0.51387, 0.43329], [1.21831, -1.91745, -0.01455], [-2.99040, 0.30528, -0.43205], [1.77409, -0.59242, -0.40400], [0.88649, 1.95543, -0.16126], [1.17069, 0.54544, -0.17962], [-0.07643, 0.99294, 0.43136], [-2.77985, -1.22343, 1.20156], [1.60460, -2.19937, 0.96833], [0.13335, -1.89957, 0.04070], [1.53081, -2.68019, -0.71997], [-3.16558, 0.99244, -1.21305], [2.74615, -0.57574, -0.87874], [1.39668, 2.60434, 0.54057], [0.57068, 2.45415, -1.06966], [-0.13977, 0.97146, 1.45021], [-1.00700, 0.78057, 0.00686]], "nbo_charge": [-0.2015, -0.6656, -0.2721, -0.1746, -0.2335, 0.2762, -0.5754, 0.2521, 0.2547, 0.2146, 0.2608, 0.2596, 0.2344, 0.2434, 0.2425, 0.4229, 0.4615]}

---

*2*
{"formula": "C6H10N", "method": "the ωB97M-V functional and the def2-TZVPD basis", "total_charge": 1, "orbital_gap_ev": [5.938, 8.465], "spin_multiplicity": 3, "s2": 2.0077, "species": ["C", "C", "C", "C", "C", "C", "N", "H", "H", "H", "H", "H", "H", "H", "H", "H", "H"], "coordinates": [[-0.72719, 1.47966, 0.97423], [-1.71457, 0.32464, 1.00432], [1.07265, -0.05254, -0.45921], [-0.00546, 0.53548, 0.02346], [-1.03019, -0.36195, 0.06677], [-1.36198, -1.64298, -0.56537], [2.43968, 0.48099, -0.41034], [-0.97775, 2.33621, 0.35681], [-0.18470, 1.76778, 1.91426], [-2.64367, 0.36096, 1.44190], [0.93498, -1.08467, -0.91664], [-1.94268, -1.44548, -1.44492], [-1.89546, -2.21086, 0.09312], [-0.50377, -2.20726, -0.94694], [3.14250, -0.02478, -0.96127], [3.05190, 0.29206, 0.49358], [2.34570, 1.45274, -0.66378]], "nbo_charge": [-0.4568, -0.0430, -0.0539, -0.1723, 0.1204, -0.6623, -0.7095, 0.2493, 0.2406, 0.2053, 0.2208, 0.2641, 0.2450, 0.2212, 0.4497, 0.4313, 0.4503]}

---

*3*
{"formula": "C6H10N", "method": "the ωB97M-V functional and the def2-TZVPD basis", "total_charge": 1, "orbital_gap_ev": [7.576, 7.158], "spin_multiplicity": 3, "s2": 2.0137, "species": ["C", "C", "C", "C", "C", "C", "N", "H", "H", "H", "H", "H", "H", "H", "H", "H", "H"], "coordinates": [[0.95560, -4.08890, -0.39374], [0.07052, -3.27135, -0.70707], [0.37398, 1.87267, 1.45315], [1.17195, 1.95958, 0.14724], [-0.85245, 0.09535, -0.25418], [-0.19354, 1.30355, 0.25071], [-1.47302, 1.45256, -0.54968], [0.63222, -4.95946, 0.04905], [2.06324, -4.17234, -0.24540], [-0.36178, -2.29234, -0.85674], [0.73449, 1.20798, 2.14697], [0.07197, 2.83002, 1.89317], [1.22984, 3.01289, -0.21071], [2.14420, 1.43340, 0.03561], [-0.46397, -0.60566, -1.04249], [-1.58483, 1.91577, -1.40226], [-2.33265, 1.49820, -0.01401]], "nbo_charge": [-0.4983, -0.0972, -0.3934, -0.3901, 0.1586, 0.0187, -0.5608, 0.2256, 0.2298, 0.1469, 0.2529, 0.2635, 0.2578, 0.2699, 0.2298, 0.4437, 0.4425]}

---

In hartree, relative to the most stable structure: *1* 0.0716; *2* 0.0000; *3* 0.0824.

---

*1*
{"formula": "C2H3N3O3", "method": "the ωB97M-V functional and the def2-TZVPD basis", "orbital_gap_ev": 9.702, "smiles": "O/N=C1/ON=CNO1", "species": ["O", "N", "C", "O", "N", "C", "N", "O", "H", "H", "H"], "coordinates": [[-2.64689, 0.29702, -0.21194], [-1.74791, -0.68358, -0.03478], [-0.54285, -0.34131, 0.05233], [0.44556, -1.16326, 0.41615], [1.69098, -1.03811, -0.28541], [2.01069, 0.21884, -0.28489], [1.20028, 1.16525, 0.33366], [-0.14653, 0.97123, 0.01993], [-2.42264, 1.12674, 0.14355], [2.98024, 0.58629, -0.60312], [1.41486, 2.07696, -0.03250]], "nbo_charge": [-0.5376, -0.1741, 0.6725, -0.3711, -0.1180, 0.1673, -0.3053, -0.3831, 0.4594, 0.2101, 0.3799]}

---

*2*
{"formula": "C2H3N3O3", "method": "the ωB97M-V functional and the def2-TZVPD basis", "orbital_gap_ev": 9.470, "smiles": "O/N=C1/ON=CNO1", "species": ["O", "N", "C", "O", "N", "C", "N", "O", "H", "H", "H"], "coordinates": [[0.15441, -2.32164, -1.50542], [0.34718, -1.02880, -1.97828], [0.02902, -0.23552, -0.98961], [0.27234, 1.12659, -1.12640], [-0.29206, 1.96155, -0.13647], [-0.20007, 1.47515, 1.00242], [0.35573, 0.19224, 1.14774], [-0.33856, -0.74759, 0.22952], [0.24617, -2.21175, -0.55103], [-0.68135, 2.01301, 1.83999], [0.10720, -0.22322, 2.06755]], "nbo_charge": [-0.5430, -0.1526, 0.6455, -0.3386, -0.0915, 0.1505, -0.3408, -0.3844, 0.4536, 0.2175, 0.3838]}

---

In hartree, relative to the most stable structure: *1* 0.0000; *2* 0.0098.

---

*1*
{"formula": "C2H6S2", "method": "the ωB97M-V functional and the def2-TZVPD basis", "orbital_gap_ev": 10.112, "smiles": "C=C.SS", "species": ["C", "C", "H", "H", "H", "H", "S", "S", "H", "H"], "coordinates": [[-2.65533, 1.68373, -0.50315], [-2.77484, 0.37793, -0.67517], [-1.92810, 2.28726, -1.03219], [-3.35916, 2.25246, 0.09499], [-1.96378, -0.17351, -1.09707], [-3.68249, -0.17895, -0.48120], [4.17872, -1.82852, 2.01637], [4.30666, -2.18952, 0.01866], [4.73596, -0.60618, 2.00474], [3.14235, -1.62472, -0.34598]], "nbo_charge": [-0.3821, -0.3834, 0.1935, 0.1887, 0.1873, 0.1960, -0.1214, -0.1239, 0.1229, 0.1225]}

---

*2*
{"formula": "C2H6S2", "method": "the ωB97M-V functional and the def2-TZVPD basis", "orbital_gap_ev": 9.588, "smiles": "SCCS", "species": ["S", "C", "C", "S", "H", "H", "H", "H", "H", "H"], "coordinates": [[-2.35451, -0.04788, -0.09534], [-0.34274, -0.50581, 0.17597], [0.51072, 0.70016, 0.40842], [2.20934, -0.03724, -0.19431], [-1.53943, 1.25840, -0.61098], [0.09086, -0.93989, -0.75068], [-0.15360, -1.39428, 1.03378], [0.25537, 1.08959, 1.44062], [0.29779, 1.24538, -0.61478], [2.36381, -1.06330, 0.63000]], "nbo_charge": [-0.1521, -0.4517, -0.5267, -0.0597, 0.1406, 0.2181, 0.2199, 0.2563, 0.2340, 0.1213]}

---

In hartree, relative to the most stable structure: *1* 0.0000; *2* 0.0629.

---

*1*
{"formula": "CH6N2O", "method": "the ωB97M-V functional and the def2-TZVPD basis", "orbital_gap_ev": 9.802, "smiles": "C=[NH+][O-].N", "species": ["C", "N", "O", "H", "H", "H", "N", "H", "H", "H"], "coordinates": [[-1.33157, 0.44520, 1.51624], [-0.76428, 0.34103, 0.38808], [-1.21369, 0.69971, -0.75794], [-2.27558, 0.99417, 1.54368], [-1.05508, 0.11891, 2.49523], [-0.02003, -0.33459, 0.26843], [1.58824, -0.51779, -1.03091], [1.90887, 0.23618, -1.56897], [0.82865, -0.89499, -1.63801], [2.33448, -1.08783, -1.21583]], "nbo_charge": [-0.2000, -0.0444, -0.5627, 0.1893, 0.2024, 0.4001, -1.0624, 0.3608, 0.3674, 0.3496]}

---

*2*
{"formula": "CH6N2O", "method": "the ωB97M-V functional and the def2-TZVPD basis", "orbital_gap_ev": 10.349, "smiles": "CNON", "species": ["C", "N", "O", "N", "H", "H", "H", "H", "H", "H"], "coordinates": [[-1.24508, 0.13555, -0.26121], [0.12689, 0.76424, -0.12550], [1.26138, 0.07751, -0.55082], [2.17623, -0.18221, 0.55174], [-1.99012, 0.96319, -0.58015], [-1.15776, -0.63379, -1.06244], [-1.45115, -0.42486, 0.74387], [0.04433, 1.64302, -0.80529], [1.57479, -0.10373, 1.39156], [2.86027, 0.54064, 0.31297]], "nbo_charge": [-0.4496, -0.3732, -0.3010, -0.5269, 0.2134, 0.1981, 0.1978, 0.3303, 0.3584, 0.3526]}

---

*3*
{"formula": "CH6N2O", "method": "the ωB97M-V functional and the def2-TZVPD basis", "orbital_gap_ev": 10.217, "smiles": "[H]/N=C\\N.O", "species": ["H", "N", "C", "N", "H", "H", "H", "O", "H", "H"], "coordinates": [[-0.28298, 1.08881, 1.95453], [-0.95209, 1.33345, 1.23386], [-0.62523, 0.91693, 0.08350], [0.71071, 0.74567, -0.32174], [-1.33580, 0.44761, -0.59830], [0.85063, 1.11334, -1.25218], [1.39484, 1.14827, 0.30416], [0.39770, -2.43943, -0.79690], [1.00465, -2.64525, -0.07305], [0.59297, -1.47846, -0.82032]], "nbo_charge": [0.3442, -0.7072, 0.2966, -0.8657, 0.1780, 0.3848, 0.3783, -0.9419, 0.4597, 0.4732]}

---

In hartree, relative to the most stable structure: *1* 0.0717; *2* 0.1267; *3* 0.0000.

---

*1*
{"formula": "H14IO7", "method": "the ωB97M-V functional and the def2-TZVPD basis", "total_charge": -1, "orbital_gap_ev": 8.765, "species": ["I", "O", "H", "H", "O", "H", "H", "O", "H", "H", "O", "H", "H", "O", "H", "H", "O", "H", "H", "O", "H", "H"], "coordinates": [[-0.52611, -0.53001, -0.17279], [-3.60860, -1.06042, -2.08182], [-2.68847, -1.03111, -1.78075], [-3.65754, -0.36207, -2.73986], [-2.36013, 2.67526, -0.40461], [-3.27397, 2.43104, -0.57386], [-1.93457, 1.83205, -0.19071], [-0.37791, -3.17775, 2.51374], [-0.16812, -2.51714, 1.84031], [0.43383, -3.25519, 3.02189], [1.57330, 2.37602, 0.86140], [1.04877, 1.58461, 0.67350], [2.24719, 2.36929, 0.17700], [0.49704, 0.24186, 3.36737], [0.31253, 0.15218, 2.42259], [0.77124, 1.15934, 3.45559], [3.12763, -1.00927, -0.04273], [3.37951, -0.81342, -0.94842], [2.15813, -1.01083, -0.05699], [0.95346, 0.04134, -3.50364], [0.46315, 0.40099, -2.75293], [1.62965, -0.49676, -3.08427]], "nbo_charge": [-0.9244, -0.9595, 0.4921, 0.4573, -0.9601, 0.4577, 0.4910, -0.9540, 0.4870, 0.4598, -0.9632, 0.4848, 0.4633, -0.9590, 0.4824, 0.4661, -0.9599, 0.4531, 0.4909, -0.9555, 0.4895, 0.4603]}

---

*2*
{"formula": "H14IO7", "method": "the ωB97M-V functional and the def2-TZVPD basis", "total_charge": -1, "orbital_gap_ev": 8.776, "species": ["I", "O", "H", "H", "O", "H", "H", "O", "H", "H", "O", "H", "H", "O", "H", "H", "O", "H", "H", "O", "H", "H"], "coordinates": [[-0.13781, 0.22068, 0.33896], [-1.40343, -3.29939, -0.20623], [-0.95646, -2.43629, -0.20373], [-1.38489, -3.57148, -1.12979], [1.31639, 2.40347, 3.04487], [0.88233, 2.01892, 2.26195], [1.49058, 1.64432, 3.60880], [-1.31268, 1.21338, -3.12781], [-0.54813, 1.15852, -3.71011], [-0.95295, 1.03311, -2.24093], [0.52681, -2.25805, 3.16109], [0.47500, -1.73102, 2.34523], [1.07823, -1.73162, 3.74799], [1.69707, -2.24473, -1.79397], [2.22536, -1.59668, -2.27028], [1.11712, -1.70412, -1.22828], [2.52934, 2.70529, -0.50904], [2.41187, 3.16187, -1.34849], [1.79816, 2.06358, -0.47689], [-3.75907, 0.97851, -0.45781], [-2.86778, 0.73766, -0.15010], [-4.22505, 1.23405, 0.34455]], "nbo_charge": [-0.9301, -0.9536, 0.4832, 0.4610, -0.9576, 0.4921, 0.4569, -0.9536, 0.4535, 0.4902, -0.9533, 0.4915, 0.4542, -0.9625, 0.4602, 0.4887, -0.9569, 0.4551, 0.4904, -0.9553, 0.4904, 0.4556]}

---

In hartree, relative to the most stable structure: *1* 0.0000; *2* 0.0044.